No. 1
{"formula": "H24O12", "method": "the ωB97M-V functional and the def2-TZVPD basis", "species": ["O", "H", "H", "O", "H", "H", "O", "H", "H", "O", "H", "H", "O", "H", "H", "O", "H", "H", "O", "H", "H", "O", "H", "H", "O", "H", "H", "O", "H", "H", "O", "H", "H", "O", "H", "H"], "positions_angstrom": [[-2.992, -0.598, 0.065], [-3.731, 0.022, -0.009], [-2.748, -0.816, -0.859], [0.264, 2.698, 2.220], [-0.276, 2.674, 1.403], [0.042, 3.537, 2.641], [-0.043, -3.007, 0.242], [0.347, -2.126, 0.386], [0.212, -3.511, 1.025], [-1.422, 3.034, -0.164], [-2.152, 2.685, -0.691], [-1.106, 3.810, -0.650], [3.175, -2.606, 0.162], [3.518, -3.255, -0.463], [2.401, -2.248, -0.292], [-2.592, -2.112, 2.617], [-3.392, -2.647, 2.678], [-2.719, -1.591, 1.794], [2.831, 2.565, 0.324], [2.470, 2.237, 1.170], [2.773, 3.526, 0.395], [-1.622, -0.803, -2.650], [-1.912, -0.017, -3.135], [-1.614, -1.514, -3.311], [2.319, 1.417, -2.275], [3.091, 1.714, -2.771], [2.419, 1.840, -1.388], [1.297, -1.703, -2.718], [1.728, -0.832, -2.750], [0.439, -1.547, -2.293], [-0.223, -0.333, 3.294], [-0.021, -0.241, 2.342], [-1.143, -0.652, 3.322], [0.224, -0.102, 0.408], [0.801, 0.535, -0.044], [-0.643, -0.030, -0.027]], "lumo_ev": -0.5, "smiles": "O.O.O.O.O.O.O.O.O.O.O.O", "homo_ev": -9.659, "de_lowest_ev": 1.2955, "gap_ev": 9.126, "largest_force_ev_per_a": 0.79}

***

No. 2
{"formula": "C23H44B2F4N5O4Si4TeTi", "method": "the ωB97M-V functional and the def2-TZVPD basis", "species": ["Ti", "C", "C", "N", "O", "B", "F", "F", "O", "N", "C", "C", "C", "N", "O", "B", "F", "F", "O", "N", "C", "C", "C", "H", "H", "H", "H", "H", "H", "H", "H", "H", "H", "H", "H", "N", "C", "C", "C", "C", "C", "C", "H", "H", "H", "H", "H", "C", "Si", "C", "C", "Si", "Te", "Si", "C", "C", "C", "Si", "C", "C", "C", "H", "H", "H", "H", "H", "H", "H", "H", "H", "H", "H", "H", "H", "H", "H", "H", "H", "H", "H", "H", "H", "H", "H", "H", "H", "H", "H"], "positions_angstrom": [[-2.492, -0.752, -0.065], [-0.235, -3.491, -2.531], [-1.085, -2.796, -1.526], [-1.521, -1.598, -1.684], [-1.160, -0.852, -2.745], [-1.886, 0.484, -2.912], [-3.243, 0.243, -3.001], [-1.324, 1.046, -4.026], [-1.651, 1.534, -1.808], [-2.046, 1.205, -0.564], [-2.075, 2.068, 0.388], [-1.768, 3.514, 0.193], [-2.266, 1.474, 1.754], [-2.449, 0.202, 1.765], [-2.418, -0.483, 2.919], [-2.850, -1.957, 2.842], [-2.686, -2.428, 4.115], [-4.148, -1.998, 2.369], [-1.981, -2.874, 1.977], [-1.943, -2.603, 0.657], [-1.322, -3.376, -0.163], [-0.692, -4.662, 0.246], [-2.077, 2.240, 3.018], [-0.259, -2.943, -3.469], [-0.576, -4.514, -2.689], [0.798, -3.522, -2.174], [-1.761, 3.743, -0.869], [-0.795, 3.758, 0.609], [-2.517, 4.129, 0.695], [-1.044, -4.943, 1.235], [0.392, -4.533, 0.285], [-0.921, -5.452, -0.469], [-1.937, 3.302, 2.834], [-1.202, 1.845, 3.540], [-2.933, 2.088, 3.676], [-4.121, -0.912, -0.411], [-5.456, -1.046, -0.713], [-6.434, -0.740, 0.240], [-7.776, -0.874, -0.070], [-8.171, -1.316, -1.327], [-7.202, -1.622, -2.276], [-5.857, -1.490, -1.978], [-6.112, -0.421, 1.223], [-8.523, -0.638, 0.679], [-9.222, -1.420, -1.565], [-7.499, -1.962, -3.262], [-5.093, -1.701, -2.715], [1.354, 3.325, -1.349], [2.344, 2.853, 0.178], [3.989, 3.774, 0.056], [1.509, 3.440, 1.768], [2.657, 0.545, 0.290], [0.654, -0.876, 0.715], [3.550, -0.238, -1.728], [5.171, 0.615, -2.206], [3.899, -2.086, -1.590], [2.306, 0.027, -3.105], [3.996, 0.001, 2.136], [5.689, 0.846, 2.099], [3.118, 0.496, 3.725], [4.284, -1.858, 2.185], [1.018, 4.366, -1.313], [0.487, 2.684, -1.514], [1.998, 3.220, -2.227], [3.816, 4.853, 0.002], [4.540, 3.478, -0.838], [4.628, 3.580, 0.919], [1.152, 4.471, 1.697], [2.229, 3.395, 2.589], [0.675, 2.793, 2.042], [5.929, 0.486, -1.430], [5.022, 1.688, -2.348], [5.570, 0.207, -3.139], [4.776, -2.288, -0.972], [4.075, -2.518, -2.580], [3.045, -2.592, -1.135], [2.174, 1.086, -3.338], [1.327, -0.365, -2.828], [2.628, -0.479, -4.021], [5.590, 1.932, 2.124], [6.237, 0.584, 1.191], [6.296, 0.545, 2.958], [3.028, 1.580, 3.817], [3.658, 0.124, 4.600], [2.111, 0.073, 3.733], [4.899, -2.190, 1.347], [3.328, -2.382, 2.130], [4.785, -2.148, 3.113]], "lumo_ev": 1.9, "homo_ev": -4.295, "de_lowest_ev": 0.0000, "gap_ev": 6.211, "charge": -1, "largest_force_ev_per_a": 0.49}

***

No. 3
{"formula": "C48H44N4O4P2S2Ti", "method": "the ωB97M-V functional and the def2-TZVPD basis", "species": ["Ti", "O", "S", "C", "C", "C", "C", "C", "C", "P", "C", "C", "C", "C", "C", "C", "C", "C", "C", "C", "C", "C", "C", "C", "C", "C", "C", "C", "P", "C", "C", "C", "C", "C", "C", "C", "C", "C", "C", "C", "C", "H", "H", "H", "H", "H", "H", "H", "H", "H", "H", "H", "H", "H", "H", "H", "H", "H", "H", "H", "H", "H", "H", "H", "H", "H", "H", "H", "H", "C", "C", "N", "N", "C", "N", "S", "C", "C", "C", "C", "C", "N", "H", "H", "H", "H", "H", "H", "H", "H", "H", "C", "C", "C", "O", "C", "O", "O", "H", "H", "H", "H", "H", "H", "H"], "positions_angstrom": [[-0.687, 0.951, 1.167], [1.473, 2.914, -0.664], [0.959, 1.557, -0.926], [2.317, 0.433, -1.162], [3.312, 0.718, -2.102], [4.409, -0.146, -2.230], [4.451, -1.313, -1.468], [3.456, -1.575, -0.531], [2.413, -0.664, -0.283], [1.480, -0.654, 1.276], [2.735, 0.047, 2.387], [2.982, -0.465, 3.673], [3.943, 0.068, 4.535], [4.715, 1.110, 4.029], [4.560, 1.596, 2.750], [3.519, 1.136, 1.959], [1.076, -2.353, 1.860], [-0.261, -2.758, 1.846], [-0.616, -4.085, 2.127], [0.423, -4.983, 2.345], [1.743, -4.546, 2.341], [2.118, -3.247, 2.117], [0.395, 1.444, -2.621], [0.585, 2.631, -3.382], [0.406, 2.545, -4.760], [0.049, 1.359, -5.359], [-0.198, 0.228, -4.551], [-0.073, 0.275, -3.179], [-0.430, -1.123, -2.005], [0.848, -2.416, -2.426], [1.786, -2.314, -3.457], [2.669, -3.358, -3.672], [2.672, -4.485, -2.864], [1.752, -4.587, -1.805], [0.897, -3.504, -1.547], [-2.021, -1.829, -2.490], [-2.784, -1.597, -3.655], [-4.042, -2.188, -3.833], [-4.566, -2.854, -2.757], [-3.910, -3.032, -1.547], [-2.625, -2.562, -1.448], [3.201, 1.630, -2.749], [5.146, 0.063, -2.994], [5.259, -2.014, -1.627], [3.546, -2.466, 0.067], [2.406, -1.313, 4.019], [4.094, -0.320, 5.530], [5.538, 1.518, 4.596], [5.188, 2.412, 2.360], [3.352, 1.627, 1.029], [-1.057, -2.084, 1.500], [-1.643, -4.385, 2.109], [0.266, -6.042, 2.493], [2.557, -5.225, 2.482], [3.139, -2.941, 2.094], [1.012, 3.511, -2.897], [0.573, 3.396, -5.373], [-0.015, 1.327, -6.419], [-0.507, -0.722, -5.008], [1.813, -1.441, -4.101], [3.426, -3.236, -4.462], [3.337, -5.302, -3.060], [1.676, -5.444, -1.183], [0.217, -3.616, -0.693], [-2.417, -1.018, -4.457], [-4.573, -2.176, -4.787], [-5.577, -3.330, -2.810], [-4.384, -3.618, -0.828], [-2.094, -2.781, -0.529], [0.138, 5.301, 1.047], [-0.461, 3.929, 1.040], [-0.147, 2.924, 1.853], [0.645, 3.205, 2.913], [0.518, 2.251, 3.814], [1.250, 2.412, 4.924], [-0.273, 0.691, 3.564], [-1.419, 3.641, 0.002], [-2.118, 4.531, -0.792], [-3.001, 4.107, -1.763], [-3.156, 2.741, -1.968], [-2.486, 1.868, -1.103], [-1.663, 2.310, -0.127], [-0.201, 5.830, 1.915], [1.233, 5.258, 1.063], [-0.112, 5.820, 0.153], [1.517, 3.378, 5.121], [1.104, 1.820, 5.734], [-1.922, 5.600, -0.665], [-3.505, 4.878, -2.345], [-3.743, 2.320, -2.780], [-2.556, 0.807, -1.187], [-5.093, 1.642, 2.349], [-3.703, 1.013, 2.563], [-3.856, 0.282, 3.891], [-2.663, 1.983, 2.521], [-3.428, 0.010, 1.476], [-4.233, -0.592, 0.837], [-2.079, -0.144, 1.202], [-5.345, 2.362, 3.132], [-5.774, 0.824, 2.225], [-5.138, 2.306, 1.482], [-3.821, 1.043, 4.688], [-2.997, -0.400, 4.015], [-4.781, -0.266, 3.888], [-2.140, 1.935, 3.328]], "lumo_ev": -6.4, "homo_ev": -13.086, "de_lowest_ev": 0.0000, "gap_ev": 6.726, "charge": 2, "largest_force_ev_per_a": 3.10}